(1)
This record from the OMol25 dataset describes C10H20AlClN3O as an isolated structure. The level of theory is ωB97M-V/def2-TZVPD.

Geometry (Å):
C1 2.32 -0.72 -0.34
C2 2.64 0.79 -0.22
C3 1.74 1.57 0.76
O1 0.77 2.39 0.17
C4 -0.21 1.66 -0.59
Al1 -1.36 0.32 0.44
Cl1 -3.55 0.73 -0.01
H1 1.41 -0.97 0.20
H2 2.23 -1.02 -1.38
H3 3.13 -1.30 0.10
H4 3.65 0.87 0.17
H5 2.66 1.25 -1.20
H6 1.30 0.87 1.48
H7 2.38 2.25 1.33
H8 0.23 1.21 -1.48
H9 -0.90 2.43 -0.97
H10 -1.14 0.40 2.03
H11 -1.00 -1.18 -0.06
C5 7.42 -0.42 0.60
C6 6.53 0.17 -0.40
N1 5.80 0.62 -1.16
H12 7.68 0.34 1.34
H13 6.93 -1.25 1.09
H14 8.33 -0.77 0.11
C7 -3.00 -4.05 0.46
C8 -2.20 -3.47 1.52
N2 -1.55 -3.01 2.35
H15 -3.79 -4.67 0.88
H16 -3.43 -3.26 -0.15
H17 -2.36 -4.67 -0.18
C9 -6.86 1.95 -0.83
C10 -7.74 2.52 -1.84
N3 -8.44 2.98 -2.63
H18 -6.53 2.71 -0.14
H19 -7.39 1.17 -0.29
H20 -5.98 1.51 -1.30

- Kohn-Sham gap: 6.735 eV
- LUMO energy: 2.3 eV
- Net charge: -1
- Relative energy (zero: lowest compared OMol25 entry of this formula, charge and spin): 0.0 kcal per mole
- Energy: -36333.0411 eV

---

(2)
This record from the OMol25 dataset describes C30H22ClF4N6O5SSr as an isolated structure. The level of theory is ωB97M-V/def2-TZVPD.

Geometry (Å):
Sr1 -0.39 0.31 0.65
O1 1.90 0.36 1.02
C1 2.72 1.26 0.85
C2 2.45 2.62 0.45
C3 3.59 3.46 0.40
C4 3.45 4.77 0.04
C5 2.20 5.30 -0.29
C6 1.09 4.51 -0.25
C7 1.16 3.14 0.11
O2 0.09 2.41 0.12
N1 4.64 5.63 0.00
O3 4.49 6.76 -0.41
O4 5.71 5.11 0.23
H1 3.79 1.03 1.02
H2 4.57 3.07 0.65
H3 2.14 6.35 -0.56
H4 0.12 4.92 -0.51
C8 -5.85 1.17 2.61
C9 -6.21 1.42 1.15
C10 -5.26 0.75 0.16
S1 -3.56 1.34 0.34
O5 -2.67 0.08 0.39
C11 -3.28 2.06 -1.28
C12 -3.21 1.07 -2.43
C13 -2.90 1.79 -3.73
H5 -6.58 1.63 3.27
H6 -4.87 1.59 2.87
H7 -5.82 0.10 2.83
H8 -6.27 2.49 0.94
H9 -7.20 1.02 0.95
H10 -5.56 0.92 -0.87
H11 -5.19 -0.32 0.33
H12 -2.35 2.62 -1.18
H13 -4.09 2.79 -1.40
H14 -4.15 0.52 -2.52
H15 -2.44 0.32 -2.21
H16 -3.68 2.51 -3.98
H17 -2.83 1.09 -4.56
H18 -1.96 2.33 -3.67
F1 2.61 -2.44 -0.87
C14 2.81 -3.58 -1.53
C15 3.90 -4.31 -1.28
F2 4.76 -3.87 -0.38
C16 4.19 -5.57 -1.96
C17 3.20 -5.93 -2.97
C18 2.11 -5.19 -3.23
F3 1.25 -5.60 -4.14
C19 1.81 -3.96 -2.51
C20 0.69 -3.23 -2.74
C21 0.34 -2.05 -2.00
N2 0.03 -1.13 -1.40
C22 -0.31 -3.53 -3.74
N3 -1.13 -3.65 -4.52
F4 3.38 -7.05 -3.64
C23 5.27 -6.33 -1.68
C24 5.57 -7.57 -2.35
N4 5.87 -8.57 -2.82
C25 6.24 -5.99 -0.67
N5 7.03 -5.80 0.13
Cl1 -2.41 -1.46 6.17
C26 -1.41 -0.37 5.29
C27 -0.69 0.62 5.94
C28 0.10 1.47 5.18
C29 0.13 1.29 3.81
N6 -0.56 0.34 3.19
C30 -1.32 -0.48 3.92
H19 -0.75 0.72 7.02
H20 0.67 2.26 5.65
H21 0.74 1.95 3.19
H22 -1.88 -1.25 3.40

- Kohn-Sham gap: 5.267 eV
- LUMO energy: -5.7 eV
- Net charge: +1
- Relative energy (zero: lowest compared OMol25 entry of this formula, charge and spin): 14.7 kcal per mole
- Energy: -85698.9705 eV

---

(3)
This record from the OMol25 dataset describes a 2-piece molecular cluster, C10H12BrN2O overall. The level of theory is ωB97M-V/def2-TZVPD.

Geometry (Å):
C1 1.18 -0.41 -2.86
C2 0.44 0.63 -2.34
C3 1.41 -1.54 -2.01
C4 0.77 -1.71 -0.78
C5 -0.18 0.51 -1.10
C6 0.20 2.96 2.02
C7 -0.35 1.83 2.30
C8 -0.96 -0.64 0.78
C9 -1.40 0.80 0.85
C10 1.02 -2.78 0.19
N1 -0.10 -0.70 -0.43
N2 -0.97 1.36 -0.47
O1 -2.82 1.00 1.22
Br1 2.51 -2.96 -2.59
H1 1.57 -0.34 -3.78
H2 0.26 1.48 -2.92
H3 0.58 3.81 2.57
H4 0.30 3.21 0.93
H5 -0.68 1.36 3.20
H6 -0.32 -0.75 1.59
H7 -1.86 -1.21 0.67
H8 1.55 -3.67 -0.13
H9 0.24 -3.18 0.63
H10 1.63 -2.49 0.98
H11 -1.05 2.41 -0.69
H12 -2.98 1.01 2.17

- Kohn-Sham gap: 8.257 eV
- LUMO energy: -4.0 eV
- Net charge: +1
- Relative energy (zero: lowest compared OMol25 entry of this formula, charge and spin): 47.5 kcal per mole
- Energy: -85625.0177 eV

---

(4)
This record from the OMol25 dataset describes a 12-piece molecular cluster, C20H69N5O12 overall. The level of theory is ωB97M-V/def2-TZVPD.

Geometry (Å):
O1 7.10 -2.53 -19.85
H1 7.91 -2.02 -19.90
H2 6.60 -2.11 -19.15
O2 1.77 -2.86 -18.89
H3 2.33 -2.85 -19.67
H4 1.93 -3.72 -18.50
O3 3.33 -9.09 -19.63
H5 3.61 -9.94 -19.29
H6 2.44 -9.24 -19.94
O4 7.42 -7.42 -22.67
H7 7.90 -7.22 -23.48
H8 6.53 -7.12 -22.85
O5 6.18 -2.51 -22.18
H9 6.56 -2.67 -21.32
H10 6.78 -1.88 -22.59
O6 3.35 -8.25 -15.11
H11 4.01 -7.57 -15.21
H12 3.56 -8.68 -14.28
O7 5.77 -6.91 -16.45
H13 6.33 -7.57 -16.85
H14 5.78 -6.18 -17.07
C1 6.98 -10.12 -19.06
C2 7.36 -10.08 -17.51
C3 8.40 -11.10 -17.14
O8 8.04 -12.42 -17.69
C4 9.25 -13.23 -17.43
N1 7.82 -8.78 -17.11
H15 6.47 -9.25 -19.47
H16 6.56 -11.09 -19.35
H17 7.89 -10.02 -19.64
H18 6.40 -10.29 -17.03
H19 8.60 -11.17 -16.07
H20 9.31 -10.87 -17.70
H21 10.01 -12.76 -18.05
H22 9.14 -14.31 -17.55
H23 9.38 -13.13 -16.35
H24 8.82 -8.62 -17.20
H25 7.78 -8.66 -16.10
C5 6.97 1.61 -17.05
C6 7.94 0.29 -17.21
C7 7.16 -1.00 -16.82
O9 6.00 -1.16 -17.73
C8 4.66 -1.32 -17.30
N2 8.46 0.22 -18.57
H26 6.78 1.69 -15.98
H27 6.09 1.57 -17.70
H28 7.48 2.55 -17.27
H29 8.76 0.31 -16.49
H30 6.87 -1.01 -15.77
H31 7.67 -1.95 -17.01
H32 4.42 -0.32 -16.93
H33 4.49 -2.13 -16.58
H34 3.98 -1.42 -18.14
H35 7.54 0.20 -18.98
H36 8.78 1.09 -18.97
C9 5.49 -4.27 -25.65
C10 4.05 -4.30 -25.17
C11 3.84 -5.20 -23.96
O10 4.15 -6.62 -24.16
C12 3.43 -7.53 -23.36
N3 3.45 -3.01 -24.98
H37 6.10 -3.59 -25.06
H38 5.64 -3.97 -26.69
H39 5.82 -5.30 -25.55
H40 3.53 -4.64 -26.07
H41 2.81 -5.10 -23.63
H42 4.43 -4.74 -23.16
H43 3.87 -7.85 -22.41
H44 3.43 -8.48 -23.89
H45 2.42 -7.21 -23.14
H46 2.50 -2.93 -25.31
H47 3.34 -2.86 -23.99
C13 0.04 -3.29 -22.56
C14 -0.73 -4.53 -22.57
C15 -1.24 -4.92 -21.14
O11 -2.18 -6.04 -21.08
C16 -2.44 -6.54 -19.78
N4 -1.87 -4.34 -23.45
H48 -0.57 -2.40 -22.37
H49 0.65 -3.22 -23.46
H50 0.76 -3.23 -21.74
H51 -0.15 -5.35 -22.99
H52 -1.79 -4.10 -20.69
H53 -0.36 -5.19 -20.56
H54 -2.29 -7.62 -19.84
H55 -3.45 -6.30 -19.46
H56 -1.72 -6.16 -19.06
H57 -2.51 -5.07 -23.17
H58 -2.40 -3.55 -23.13
C17 6.30 -5.91 -19.67
C18 5.03 -5.16 -19.22
C19 3.82 -6.05 -18.99
O12 2.59 -5.56 -18.51
C20 1.54 -6.49 -18.15
N5 5.52 -4.47 -18.05
H59 6.15 -6.49 -20.59
H60 6.52 -6.73 -18.98
H61 7.20 -5.32 -19.80
H62 4.68 -4.47 -19.99
H63 4.17 -6.82 -18.30
H64 3.49 -6.52 -19.92
H65 1.86 -7.24 -17.42
H66 1.08 -7.00 -19.00
H67 0.72 -6.08 -17.56
H68 4.74 -4.06 -17.56
H69 5.90 -3.58 -18.34

- Kohn-Sham gap: 9.584 eV
- LUMO energy: 0.5 eV
- Net charge: 0
- Relative energy (zero: lowest compared OMol25 entry of this formula, charge and spin): 84.8 kcal per mole
- Energy: -53874.4953 eV

---

(5)
This record from the OMol25 dataset describes one molecule with the formula CH2O2S. The level of theory is ωB97M-V/def2-TZVPD.

Geometry (Å):
C1 0.37 0.17 -0.03
O1 -0.24 -1.08 -0.10
O2 -1.53 -1.14 0.09
S1 -0.61 1.65 0.00
H1 0.94 0.20 0.91
H2 1.08 0.20 -0.87

- Kohn-Sham gap (alpha / beta): 7.373 / 9.374 eV
- LUMO energy (alpha / beta): -2.4 / -0.8 eV
- Net charge: 0
- Relative energy (zero: lowest compared OMol25 entry of this formula, charge and spin): 136.6 kcal per mole
- Energy: -15994.0137 eV

---

So what do the calculations give for maximum force? Going down the list: 0.755; 1.425; 5.547; 2.838; 2.097 eV/Å.
So what do the calculations give for M? Going down the list: 260.7; 777.7; 256.1; 571.8; 78.1 Da.